# 1
The following is a quantum chemistry calculation of C4H9N3O in the gas phase in a non-equilibrium geometry, from the Open Molecules 2025 dataset.

The calculation puts the HOMO energy at -8.39 eV. The calculated total energy comes out at -397.27662 a.u. The calculation puts the energy above the lowest of the compared OMol25 structures with the same formula, charge and spin at 46.5 kcal/mol. Its SMILES is C=C(NC)C(=O)NN.

ORCA input file:
```
! RIJCOSX wB97M-V def2-TZVPD def2/J DEFGRID3
* xyz 0 1
C 0.84 -0.76 -0.82
C 0.26 -0.10 0.18
N -0.46 -0.62 1.22
C -0.60 -2.05 1.41
C 0.46 1.44 0.35
O 0.63 1.95 1.44
N -0.01 2.15 -0.70
N -0.39 1.74 -1.99
H 0.85 -1.83 -0.88
H 1.41 -0.24 -1.58
H -0.44 -0.06 2.06
H 0.37 -2.54 1.51
H -1.19 -2.23 2.31
H -1.11 -2.47 0.54
H -0.11 3.15 -0.56
H -0.93 0.88 -1.93
H 0.44 1.58 -2.57
*
```

Mulliken population analysis, charges in e, atoms 1 to 5: C -1.08; C 0.46; N -0.23; C -0.97; C 0.53

# 2
The following is a quantum chemistry calculation of 2 unconnected molecules or ions with the total composition C41H39Cl4F6N3O2 in a non-equilibrium geometry, from the Open Molecules 2025 dataset.

The calculation puts the HOMO energy at -6.56 eV. The calculated total energy comes out at -4340.42835 a.u. The calculation puts the energy above the lowest of the compared OMol25 structures with the same formula, charge and spin at 0.0 kcal/mol.

ORCA input file:
```
! RIJCOSX wB97M-V def2-TZVPD def2/J DEFGRID3
* xyz 0 1
Cl 2.92 -1.94 0.00
C 1.48 -1.03 0.06
C 1.49 0.33 0.21
Cl 2.95 1.21 0.35
C 0.24 1.13 0.25
O 0.25 2.36 0.37
C -1.03 0.36 0.15
Cl -2.47 1.29 0.14
C -1.05 -1.00 0.03
Cl -2.50 -1.88 -0.10
C 0.21 -1.80 -0.09
O 0.20 -3.00 -0.31
C -5.73 2.19 4.71
C -4.50 2.96 5.21
C -4.76 3.56 6.59
C -4.03 4.03 4.24
C -4.96 4.81 3.55
C -4.54 5.84 2.71
C -3.18 6.11 2.56
C -2.22 5.36 3.25
C -0.74 5.69 3.07
C -0.42 7.10 3.58
C -0.27 5.46 1.63
C -2.66 4.34 4.10
N -1.68 3.59 4.85
N -0.88 4.18 5.77
N -0.09 3.18 6.23
C 0.94 3.43 7.20
C 2.28 3.14 6.89
C 2.76 2.63 5.53
C 3.58 1.35 5.71
C 3.54 3.70 4.75
C 3.25 3.40 7.87
C 2.89 3.96 9.08
C 1.56 4.26 9.36
C 0.56 3.98 8.43
C -0.90 4.34 8.73
C -1.16 5.78 8.31
C -1.30 4.04 10.18
C -0.38 1.98 5.60
C 0.24 0.73 5.96
C 0.35 0.32 7.32
C 0.94 -0.89 7.63
C 0.99 -1.30 9.08
F 1.10 -2.65 9.25
F 2.07 -0.72 9.72
F -0.13 -0.90 9.77
C 1.51 -1.70 6.64
C 1.44 -1.28 5.32
C 2.16 -2.03 4.22
F 1.30 -2.38 3.21
F 3.15 -1.27 3.64
F 2.75 -3.17 4.66
C 0.71 -0.15 4.96
C -1.33 2.24 4.63
C -1.89 1.43 3.65
H -5.55 1.80 3.70
H -5.92 1.33 5.37
H -6.63 2.81 4.70
H -3.69 2.23 5.29
H -3.85 4.04 6.98
H -5.55 4.32 6.54
H -5.07 2.78 7.30
H -6.02 4.62 3.67
H -5.27 6.44 2.18
H -2.85 6.91 1.90
H -0.20 4.99 3.71
H -0.73 7.19 4.63
H 0.65 7.29 3.52
H -0.95 7.87 3.00
H -0.44 4.42 1.32
H -0.80 6.12 0.93
H 0.80 5.67 1.56
H 1.88 2.38 4.94
H 3.04 0.65 6.35
H 3.75 0.86 4.75
H 4.55 1.56 6.17
H 2.93 4.60 4.63
H 4.47 3.97 5.27
H 3.80 3.31 3.76
H 4.29 3.16 7.65
H 3.66 4.19 9.82
H 1.29 4.74 10.30
H -1.53 3.70 8.09
H -0.98 5.85 7.23
H -2.20 6.06 8.51
H -0.49 6.48 8.83
H -1.04 3.00 10.43
H -0.80 4.71 10.89
H -2.38 4.16 10.29
H -0.09 0.94 8.10
H 1.96 -2.65 6.91
H 0.50 0.09 3.92
H -1.56 0.40 3.62
H -2.61 1.87 2.98
*
```

Mulliken population analysis, charges in e, atoms 1 to 5: Cl -0.13; C 0.47; C 0.26; Cl -0.13; C 0.26

# 3
The following is a quantum chemistry calculation of 8 unconnected molecules or ions with the total composition H16O8, from the Open Molecules 2025 dataset.

The calculation puts the HOMO energy at -11.04 eV. The calculated total energy comes out at -611.48915 a.u. The calculation puts the energy above the lowest of the compared OMol25 structures with the same formula, charge and spin at 58.6 kcal/mol. Its SMILES is O.O.O.O.O.O.O.O.

ORCA input file:
```
! RIJCOSX wB97M-V def2-TZVPD def2/J DEFGRID3
* xyz 0 1
O 3.08 0.36 -1.55
H 3.47 -0.51 -1.54
H 3.42 0.76 -2.35
O 1.28 -2.25 -4.62
H 1.77 -2.82 -5.21
H 1.56 -2.52 -3.74
O -0.45 1.35 3.52
H 0.44 1.47 3.85
H -0.71 2.22 3.21
O 3.51 2.94 1.27
H 3.35 2.34 0.54
H 4.11 2.47 1.85
O -1.09 0.59 -3.15
H -0.64 -0.19 -3.49
H -0.90 0.59 -2.21
O -3.93 0.35 5.43
H -3.70 0.51 6.34
H -3.10 0.14 5.01
O -0.60 -0.65 0.28
H -0.72 -0.29 1.16
H 0.35 -0.60 0.13
O -3.65 -2.43 -1.47
H -2.90 -1.96 -1.10
H -3.97 -1.86 -2.16
*
```

Mulliken population analysis, charges in e, atoms 1 to 5: O -0.62; H 0.31; H 0.32; O -0.61; H 0.31

# 4
The following is a quantum chemistry calculation of 4 unconnected molecules or ions with the total composition C23H54NO2, from the Open Molecules 2025 dataset.

The calculation puts the HOMO energy at -12.72 eV. The calculated total energy comes out at -1113.64439 a.u.

ORCA input file:
```
! RIJCOSX wB97M-V def2-TZVPD def2/J DEFGRID3
* xyz 1 1
O -4.09 -0.12 -3.17
O -2.88 0.62 -3.08
C -1.85 -0.28 -2.72
C -0.68 0.57 -2.24
C -0.27 1.70 -3.24
C 1.23 1.51 -3.49
N 1.65 0.80 -2.22
C 0.59 -0.26 -2.10
H -4.01 -0.58 -4.02
H -1.56 -0.89 -3.59
H -2.19 -0.94 -1.92
H -0.97 1.04 -1.30
H -0.83 1.67 -4.17
H -0.43 2.68 -2.78
H 1.81 2.42 -3.61
H 1.43 0.81 -4.30
H 2.62 0.48 -2.15
H 1.47 1.45 -1.45
H 0.73 -0.90 -1.24
H 0.69 -0.86 -3.01
C -6.00 -3.37 1.84
C -4.63 -2.74 1.60
C -4.39 -1.47 2.42
C -5.36 -0.33 2.13
C -5.40 0.12 0.67
C -4.07 0.62 0.15
H -6.81 -2.69 1.55
H -6.12 -4.29 1.27
H -6.13 -3.61 2.90
H -4.51 -2.52 0.54
H -3.85 -3.47 1.85
H -3.36 -1.13 2.25
H -4.45 -1.72 3.49
H -5.08 0.53 2.76
H -6.36 -0.61 2.45
H -6.15 0.90 0.57
H -5.75 -0.71 0.04
H -3.70 1.46 0.75
H -4.14 0.96 -0.88
H -3.31 -0.16 0.19
C 3.55 -0.49 0.41
C 4.80 -1.31 0.73
C 5.92 -1.10 -0.29
C 5.55 -1.48 -1.73
C 5.07 -2.92 -1.91
C 6.11 -3.96 -1.52
H 3.13 -0.79 -0.55
H 2.78 -0.63 1.17
H 3.78 0.58 0.37
H 4.52 -2.36 0.79
H 5.16 -1.03 1.72
H 6.79 -1.67 0.03
H 6.22 -0.05 -0.27
H 6.43 -1.31 -2.36
H 4.78 -0.79 -2.11
H 4.80 -3.06 -2.96
H 4.15 -3.08 -1.34
H 7.02 -3.84 -2.10
H 5.74 -4.97 -1.70
H 6.37 -3.90 -0.46
C -0.44 0.37 2.86
C -0.55 1.26 1.63
C 0.77 1.93 1.25
C 1.35 2.88 2.30
C 0.42 4.01 2.71
C 0.04 4.94 1.57
H -0.16 0.94 3.74
H -1.39 -0.12 3.07
H 0.31 -0.42 2.71
H -1.32 2.02 1.79
H -0.89 0.66 0.78
H 0.63 2.49 0.31
H 1.51 1.15 1.04
H 2.28 3.31 1.91
H 1.63 2.30 3.18
H 0.91 4.59 3.50
H -0.49 3.60 3.17
H 0.93 5.39 1.11
H -0.60 5.76 1.91
H -0.51 4.42 0.78
*
```

Mulliken population analysis, charges in e, atoms 1 to 5: O -0.36; O -0.27; C -1.01; C 1.52; C -0.87

# 5
The following is a quantum chemistry calculation of a molecular structure, C26H18Cl3N4OReS in a non-equilibrium geometry, from the Open Molecules 2025 dataset.

As for the expectation value of S²: 3.89. The calculation puts the HOMO energy (spin up / spin down) at -2.94 / -4.25 eV. The calculated total energy comes out at -3152.91524 a.u.

ORCA input file:
```
! RIJCOSX wB97M-V def2-TZVPD def2/J DEFGRID3
* xyz -1 4
Re -1.01 -0.55 -0.49
N -4.43 1.09 1.91
C -3.32 0.79 1.16
S -3.11 -0.92 0.76
N -2.54 1.74 0.79
N -1.47 1.37 0.01
C -0.67 2.36 -0.46
C -0.81 3.78 -0.12
C -0.75 4.75 -1.13
C -0.87 6.10 -0.84
C -1.07 6.52 0.47
C -1.15 5.57 1.48
C -1.02 4.22 1.19
C 0.35 1.91 -1.35
C 1.46 2.69 -1.74
C 2.42 2.17 -2.57
C 2.29 0.86 -3.03
C 1.23 0.11 -2.58
N 0.28 0.60 -1.77
H -4.85 0.32 2.39
H -4.40 1.96 2.41
H -0.63 4.43 -2.16
H -0.83 6.82 -1.64
H -1.18 7.57 0.69
H -1.31 5.89 2.50
H -1.07 3.50 1.99
H 1.56 3.68 -1.32
H 3.28 2.76 -2.85
H 3.02 0.41 -3.68
H 1.11 -0.93 -2.86
Cl 3.86 -3.09 5.00
C 3.16 -2.31 3.60
C 1.89 -1.77 3.68
C 1.35 -1.17 2.56
Cl -0.25 -0.52 2.62
C 2.01 -1.06 1.30
O 1.51 -0.50 0.29
C 3.31 -1.65 1.31
Cl 4.22 -1.58 -0.17
C 3.87 -2.26 2.41
H 1.33 -1.80 4.61
H 4.87 -2.68 2.34
C -0.78 -2.35 -0.88
C -0.83 -3.75 -1.13
C -0.15 -4.35 -2.21
C -0.30 -5.69 -2.48
C -1.12 -6.49 -1.68
C -1.76 -5.92 -0.59
C -1.62 -4.57 -0.31
H 0.49 -3.73 -2.83
H 0.21 -6.13 -3.32
H -1.25 -7.54 -1.91
H -2.39 -6.53 0.05
H -2.11 -4.12 0.54
*
```

Mulliken population analysis, charges in e, atoms 1 to 5: Re 0.22; N -0.52; C 0.51; S -0.53; N -1.32

# 6
The following is a quantum chemistry calculation of 4 unconnected molecules or ions with the total composition C21H48FN3O6, from the Open Molecules 2025 dataset.

The calculation puts the HOMO energy at -9.09 eV. The calculated total energy comes out at -1544.47725 a.u. Its SMILES is CC[C@@H](F)[C@H]1OC(=O)O[C@@]1(C)CC.COC[C@@H](C)N.COC[C@@H](C)N.COC[C@@H](C)N.

ORCA input file:
```
! RIJCOSX wB97M-V def2-TZVPD def2/J DEFGRID3
* xyz 0 1
C -2.66 1.63 3.19
C -1.35 0.89 2.93
C -0.71 1.24 1.59
F 0.54 1.83 1.79
C -0.49 0.03 0.70
O -1.80 -0.53 0.48
C -2.05 -0.61 -0.85
O -3.11 -0.82 -1.32
O -0.91 -0.44 -1.54
C 0.08 0.25 -0.74
C 1.42 -0.44 -0.90
C 0.14 1.71 -1.19
C 0.24 1.86 -2.71
H -2.60 2.67 2.88
H -2.88 1.63 4.26
H -3.49 1.15 2.68
H -1.51 -0.18 2.98
H -0.61 1.14 3.70
H -1.32 1.98 1.06
H 0.09 -0.70 1.25
H 2.07 0.10 -1.59
H 1.92 -0.58 0.05
H 1.27 -1.44 -1.32
H 1.01 2.16 -0.71
H -0.73 2.27 -0.84
H 1.20 1.51 -3.08
H 0.14 2.91 -2.99
H -0.54 1.29 -3.20
C 2.26 -5.44 -5.95
O 3.11 -4.33 -5.71
C 2.46 -3.09 -5.53
C 1.98 -2.82 -4.10
C 0.74 -3.61 -3.70
N 3.03 -3.05 -3.10
H 1.40 -5.14 -6.55
H 1.90 -5.90 -5.03
H 2.84 -6.17 -6.50
H 3.21 -2.33 -5.79
H 1.63 -2.99 -6.24
H 1.72 -1.76 -4.06
H 0.99 -4.65 -3.49
H 0.31 -3.19 -2.79
H -0.02 -3.59 -4.48
H 3.81 -2.42 -3.27
H 3.41 -3.98 -3.25
C 5.94 -3.13 2.81
O 5.66 -3.79 1.59
C 4.53 -4.65 1.60
C 3.19 -3.95 1.36
C 2.68 -3.15 2.55
N 3.20 -3.09 0.18
H 5.71 -3.78 3.67
H 5.38 -2.20 2.92
H 7.00 -2.90 2.82
H 4.71 -5.36 0.79
H 4.51 -5.22 2.54
H 2.47 -4.75 1.16
H 3.22 -2.21 2.66
H 1.62 -2.92 2.41
H 2.78 -3.71 3.48
H 3.39 -3.61 -0.67
H 3.99 -2.45 0.27
C -5.84 4.25 3.22
O -4.54 4.77 3.08
C -4.28 5.48 1.88
C -4.71 6.95 1.90
C -6.22 7.16 1.79
N -4.22 7.67 3.07
H -6.24 3.93 2.25
H -6.53 4.97 3.66
H -5.77 3.38 3.87
H -3.20 5.44 1.75
H -4.74 4.95 1.03
H -4.25 7.41 1.02
H -6.72 6.93 2.73
H -6.43 8.20 1.54
H -6.65 6.52 1.01
H -3.21 7.66 3.09
H -4.51 7.16 3.91
*
```

Mulliken population analysis, charges in e, atoms 1 to 5: C -1.27; C -0.83; C 0.81; F -0.44; C -0.73

Q: Which value of calculated total energy does entry 1 give?
A: -397.27662 a.u.

Q: What is the formula in the fourth record?
A: C23H54NO2

Q: Number 5 is which compound?
A: C26H18Cl3N4OReS

Q: Among the records above, which one has the lowest calculated total energy?
A: C41H39Cl4F6N3O2